(1)
Molecular formula: C7H13N5
Method: DFT, wB97M-V/def2-TZVPD

Last column: Löwdin charge in e.
Element x y z (Å)
C -1.942 -0.151 -2.226  -0.032
C -0.861 -1.009 -2.176  -0.019
C -0.725 0.181 -0.386  -0.062
C -2.024 1.675 2.373  0.079
C 0.036 1.548 1.384  -0.166
C 2.127 2.748 0.679  -0.009
C 1.123 -1.354 -0.658  -0.058
N -1.814 0.567 -1.119  0.074
N -0.975 1.125 2.012  0.051
N -0.048 -0.722 -1.102  -0.101
N 1.194 1.829 1.255  0.097
N 1.014 -2.354 0.575  0.211
H -2.786 -0.251 -2.843  0.133
H -0.578 -1.844 -2.730  0.114
H -2.714 0.986 2.930  0.124
H -2.545 2.650 1.998  0.156
H 1.944 3.681 1.119  0.085
H 1.760 2.618 -0.374  0.124
H 3.112 2.335 1.032  0.123
H 1.829 -0.517 -0.304  0.164
H 1.577 -2.098 -1.397  0.180
H -2.505 1.296 -0.861  0.186
H 0.766 -2.000 1.506  0.161
H 0.344 -3.125 0.332  0.191
H 2.011 -2.658 0.765  0.196

Forces on atoms 1 to 3 (eV/Å):
C 2.55 -3.53 -0.80
C -0.71 -0.08 -1.56
C -0.08 3.11 1.46

ΔE to the lowest compared entry with this formula, charge and spin = 93.2 kcal/mol
total charge = +2

---

(2)
Molecular formula: C4H7NS
Method: DFT, wB97M-V/def2-TZVPD

Last column: Löwdin charge in e.
Element x y z (Å)
C 1.558 -0.183 0.578  -0.035
C 0.405 -0.130 -0.498  -0.335
C -0.606 1.009 -0.199  -0.124
C -1.662 -0.080 -0.102  -0.888
H 2.272 0.523 0.209  0.063
H 2.029 -1.156 0.500  0.064
H 1.198 0.044 1.586  0.084
H 0.704 -0.141 -1.560  0.142
H -0.758 1.778 -0.956  0.110
H -0.513 1.553 0.761  0.122
H -0.678 -2.060 -0.231  0.167
N -0.693 -1.023 -0.284  0.024
S -3.255 -0.134 0.196  0.607

Forces on atoms 1 to 3 (eV/Å):
C -1.14 -0.57 -1.96
C 0.80 1.13 1.38
C -0.38 0.89 -0.06

ΔE to the lowest compared entry with this formula, charge and spin = 21.2 kcal/mol
structure (SMILES) = C[C@@H]1CC(=S)N1

---

(3)
Molecular formula: C15H16F2N
Method: DFT, wB97M-V/def2-TZVPD

Last column: Löwdin charge in e.
Element x y z (Å)
C -3.072 4.471 -1.883  -0.025
C -1.997 3.800 -1.104  -0.198
C -2.275 2.615 -0.427  -0.180
F -3.579 2.169 -0.425  0.066
C -1.300 1.879 0.247  0.034
C -0.002 2.397 0.275  -0.196
C 1.146 1.567 0.789  -0.237
C 1.087 0.863 2.110  -0.193
C -0.111 0.610 2.782  0.061
C -0.074 -0.299 3.837  -0.182
F -1.252 -0.650 4.451  0.072
C 1.112 -0.827 4.330  -0.201
C 1.083 -1.821 5.431  -0.025
C 2.321 -0.382 3.767  -0.004
C 2.309 0.438 2.647  -0.041
C 0.287 3.630 -0.317  -0.024
C -0.702 4.335 -0.994  0.001
H -2.650 5.300 -2.461  0.088
H -3.554 3.776 -2.582  0.099
H -3.855 4.869 -1.222  0.103
H -1.581 0.942 0.739  0.124
H 2.030 2.202 0.784  0.149
H -1.021 1.154 2.543  0.120
H 2.102 -1.999 5.789  0.087
H 0.459 -1.512 6.280  0.099
H 0.680 -2.771 5.055  0.103
H 3.265 -0.668 4.241  0.129
H 3.229 0.876 2.246  0.126
H 1.307 4.018 -0.204  0.124
H -0.474 5.299 -1.461  0.131
N 1.432 0.523 -0.220  0.242
H 0.643 -0.134 -0.323  0.188
H 2.253 -0.043 0.036  0.176
H 1.610 0.945 -1.139  0.186

Forces on atoms 1 to 3 (eV/Å):
C -0.34 0.41 -0.32
C 0.29 0.08 0.28
C -0.49 -0.40 0.25

total charge = +1
structure (SMILES) = Cc1ccc(C([NH3+])c2ccc(C)c(F)c2)cc1F

---

HOMO-LUMO gap, respectively: 8.68; 9.11; 9.24 eV.
Highest occupied orbital energy, respectively: -16.0; -8.3; -12.5 eV.